Record 1
{"formula": "C8H32N16O8", "method": "ωB97M-V with the def2-TZVPD basis set", "smiles": "NC(N)=O.NC(N)=O.NC(N)=O.NC(N)=O.NC(N)=O.NC(N)=O.NC(N)=O.NC(N)=O", "gap_ev": 9.157, "total_energy_ev": -49038.8731, "lumo_energy_ha": -0.0042, "charge": 0, "symbols": ["C", "O", "N", "N", "H", "H", "H", "H", "C", "O", "N", "N", "H", "H", "H", "H", "C", "O", "N", "N", "H", "H", "H", "H", "C", "O", "N", "N", "H", "H", "H", "H", "C", "O", "N", "N", "H", "H", "H", "H", "C", "O", "N", "N", "H", "H", "H", "H", "C", "O", "N", "N", "H", "H", "H", "H", "C", "O", "N", "N", "H", "H", "H", "H"], "xyz": [[12.0177, 7.7202, -14.8281], [11.2249, 8.5580, -14.3598], [12.5550, 6.7015, -14.1857], [12.0721, 7.4075, -16.0782], [12.2423, 6.6227, -13.2286], [12.5863, 5.8679, -14.7551], [12.8627, 6.9502, -16.5094], [11.7671, 8.2331, -16.5735], [12.9719, 4.0152, -7.8402], [13.0972, 5.2751, -7.8817], [13.3403, 3.2796, -8.8312], [12.4138, 3.3904, -6.8425], [12.7998, 2.4339, -8.9444], [13.6937, 3.8560, -9.5815], [11.8975, 3.9589, -6.1865], [12.5278, 2.4050, -6.6527], [15.9430, 7.4098, -15.3876], [15.4571, 7.9771, -16.3095], [16.9150, 8.0492, -14.7592], [15.7298, 6.2264, -14.8912], [17.2003, 8.9925, -14.9802], [17.3842, 7.5491, -14.0177], [16.1509, 5.9910, -14.0039], [15.2362, 5.5017, -15.3923], [17.3600, 2.6533, -15.7081], [16.8638, 2.2311, -16.7458], [18.4463, 2.1839, -15.3027], [16.8608, 3.5721, -14.8929], [18.7208, 2.3286, -14.3416], [18.8025, 1.3338, -15.7157], [16.2076, 4.2556, -15.2484], [17.2554, 3.5436, -13.9636], [15.5717, 8.2867, -10.1031], [16.7165, 7.8614, -10.1840], [15.1085, 9.1748, -10.8567], [14.6532, 7.9595, -9.2282], [15.7855, 9.6694, -11.4198], [14.1523, 9.4364, -10.6631], [13.8236, 8.5306, -9.1524], [14.5499, 7.1450, -8.6399], [18.6481, 1.8010, -10.5098], [19.5668, 2.2639, -9.8705], [17.9884, 0.7130, -10.1910], [18.0710, 2.2737, -11.5572], [18.3978, 0.1926, -9.4284], [17.4653, 0.2443, -10.9168], [18.2614, 3.2370, -11.7937], [17.6692, 1.5473, -12.1325], [10.4144, 7.0487, -11.1816], [9.7067, 6.9431, -12.1699], [11.0339, 5.9901, -10.7368], [10.7930, 8.0918, -10.5542], [11.7357, 6.1688, -10.0328], [11.0816, 5.1194, -11.2464], [11.2972, 7.9154, -9.6970], [10.4474, 8.9983, -10.8353], [15.0764, 4.2809, -11.8050], [14.6910, 3.3900, -12.5478], [14.3686, 5.3487, -11.5038], [16.0254, 4.1248, -10.9580], [13.4845, 5.4727, -11.9762], [14.7368, 5.7322, -10.6450], [16.4466, 4.9731, -10.6072], [16.5456, 3.2616, -11.0250]], "forces_ev_per_a": [[-3.8812, 0.6163, 2.7599], [2.1233, -0.0639, -0.2691], [1.8201, -1.7667, 3.5637], [-0.2350, 1.8823, -6.0739], [-0.0454, -0.2538, -0.1519], [0.0413, -0.0915, 0.7421], [0.1584, 0.2515, 0.2979], [-0.0667, -0.2918, -0.8991], [0.0132, 4.9591, 0.4533], [-0.1159, -1.2623, 0.1997], [1.1084, -1.8840, -2.5623], [-1.6576, -0.9701, 2.9829], [0.5152, 0.0613, -0.7391], [-0.0537, -0.7600, -0.5094], [0.3199, -0.2452, 0.0527], [-0.0706, 0.3164, -0.1637], [1.4656, 2.4230, -0.3772], [-2.7839, 0.2554, -3.1690], [2.6793, 0.7519, 2.7551], [-1.1373, -3.6609, 1.1481], [-0.3654, -0.4199, -0.0950], [0.3069, 0.6658, -0.0693], [-0.3456, -0.1417, -0.3166], [-0.3926, 0.8270, 0.1820], [-4.6695, 0.3157, -3.5803], [-0.7359, 0.7304, -0.5520], [7.0056, -3.5280, 3.1305], [-0.9712, 1.3211, 0.8565], [0.3874, 0.0338, -0.2854], [-0.1989, 0.2250, -0.0900], [0.5468, -0.8159, 0.6282], [-0.7531, 0.8942, -0.1931], [3.2671, -2.8211, 1.8727], [0.5879, -1.1052, 0.0900], [-1.6759, 4.8510, -4.3301], [-3.2585, -1.9799, 3.6922], [-0.6879, 0.2527, -0.1580], [0.4841, 0.7623, -1.0872], [0.2739, -0.1545, -0.0336], [0.8205, -0.1643, -0.0931], [2.2686, -0.2356, 2.9054], [0.2708, 0.6876, 0.2448], [-0.6795, -3.7399, 2.1620], [-0.9495, 2.8232, -4.4711], [-0.2376, -0.3824, -0.3101], [-0.0350, -0.3219, 0.7352], [0.2166, -0.4749, -0.7708], [-0.3086, 1.2166, -0.7262], [-2.0154, -2.5686, -4.6517], [-0.8688, 0.8867, -0.1497], [2.5810, -3.7352, 2.1766], [0.8195, 4.9458, 2.4444], [0.1409, -0.9065, -0.0016], [-0.4176, 0.3621, 0.1196], [-0.2876, 0.9184, -0.0893], [0.0835, -0.1812, 0.3321], [-3.5594, -2.1797, -1.3815], [0.1065, -0.3741, -1.3699], [-0.8822, 2.0396, -0.2463], [4.4567, -0.4819, 2.4605], [0.2822, 0.5541, 0.5135], [-1.4083, 1.1254, -0.2169], [0.5106, -0.3237, 0.4097], [0.0895, 0.3306, 0.2721]]}

=====

Record 2
{"formula": "C8H32O8", "method": "ωB97M-V with the def2-TZVPD basis set", "smiles": "CO.CO.CO.CO.CO.CO.CO.CO", "gap_ev": 10.070, "total_energy_ev": -25189.8279, "lumo_energy_ha": 0.0186, "charge": 0, "symbols": ["C", "O", "H", "H", "H", "H", "C", "O", "H", "H", "H", "H", "C", "O", "H", "H", "H", "H", "C", "O", "H", "H", "H", "H", "C", "O", "H", "H", "H", "H", "C", "O", "H", "H", "H", "H", "C", "O", "H", "H", "H", "H", "C", "O", "H", "H", "H", "H"], "xyz": [[-1.3162, 3.7442, 1.7618], [-0.0248, 3.5297, 1.2221], [-1.3449, 3.1600, 2.6816], [-1.4802, 4.7866, 2.0351], [-2.0898, 3.5086, 1.0310], [0.6337, 3.4452, 1.9155], [-0.2688, 0.0351, 0.4794], [0.7605, -0.9185, 0.0941], [-0.4794, 0.1781, 1.5393], [0.0035, 1.0709, 0.2772], [-1.2197, -0.1876, -0.0046], [0.5412, -1.8303, 0.2993], [2.2490, 2.3723, -1.0117], [2.1437, 3.7142, -0.6116], [2.7645, 2.3662, -1.9721], [2.8605, 1.7067, -0.4025], [1.3054, 1.8622, -1.2060], [1.8116, 3.7498, 0.2885], [0.0982, -5.1329, -0.9912], [0.6133, -3.7881, -1.1799], [-0.6295, -5.3130, -0.2000], [-0.0952, -5.6009, -1.9565], [1.0033, -5.6322, -0.6453], [0.1876, -3.4495, -1.9710], [-4.1144, 1.2038, 0.2908], [-4.0467, 1.7539, 1.5682], [-3.2382, 1.3648, -0.3374], [-4.2927, 0.1307, 0.3606], [-4.9168, 1.7308, -0.2254], [-4.3053, 2.6767, 1.5111], [0.0863, 2.1968, 4.8088], [0.5582, 3.3815, 5.4833], [-0.9198, 2.0306, 5.1938], [0.3544, 1.9773, 3.7753], [0.6798, 1.4153, 5.2832], [0.7896, 3.0484, 6.3534], [3.2994, -3.4306, -2.8683], [3.3650, -3.0375, -1.5303], [4.2269, -3.3881, -3.4393], [3.1035, -4.4980, -2.9706], [2.5067, -2.8027, -3.2751], [2.4691, -3.1742, -1.2138], [-0.7474, -1.3677, -3.1616], [-0.4207, -2.7594, -3.4378], [-0.7413, -1.1682, -2.0900], [-0.0355, -0.6924, -3.6362], [-1.7244, -1.2795, -3.6367], [0.0369, -2.6888, -4.2788]], "forces_ev_per_a": [[0.4116, 0.2911, 0.8646], [0.2550, -0.0070, -0.8816], [-0.9056, -0.1261, -0.1434], [0.1778, 0.2330, 0.0231], [0.3291, -0.4927, 0.0742], [-0.3399, 0.0880, 0.4023], [0.1240, -0.3480, 0.0599], [-0.4314, 1.6808, 0.3264], [0.1689, -1.0262, 0.4965], [0.4969, -0.3196, -0.8985], [-0.0450, -0.0010, -0.1164], [-0.4336, -0.0448, 0.1061], [0.4330, -0.5538, -1.0782], [0.3209, -0.0548, 0.1899], [0.0178, 0.1997, -0.1215], [-0.0223, 0.2274, 0.5908], [-0.3214, 0.2123, 0.2513], [-0.2580, 0.0616, -0.2495], [2.5125, 0.0256, -0.0191], [-1.0099, -0.6928, 0.9077], [-0.4817, 0.6357, -0.3792], [-0.6550, 0.1238, 0.1142], [-0.0958, -0.5158, 0.1804], [-0.1394, 0.4236, -0.5337], [-0.5559, 0.2878, -0.9449], [0.4621, 0.1692, 1.0379], [0.4872, 0.0222, 0.2232], [-0.1559, 0.1172, 0.0098], [-0.3426, -0.5835, -0.4250], [0.0512, -0.0407, 0.1095], [0.9520, -1.0453, 2.5008], [0.0612, 0.2062, -1.1083], [-0.3841, -0.1598, -1.1578], [-0.5675, 1.2057, -0.2846], [-0.1370, -0.6593, -0.0019], [0.1061, 0.3824, 0.0346], [-0.3540, -0.3771, -0.3239], [1.1245, -0.0329, 0.4652], [0.2615, 0.9827, 0.4188], [-0.7612, -0.2338, 0.0635], [0.0688, -0.3452, -1.0315], [-0.3102, -0.0492, 0.3824], [-0.4677, -0.6131, -0.4891], [0.4361, 0.8449, 0.0659], [-0.1272, -0.2308, -0.1265], [0.0366, -0.0366, 0.0360], [-0.1442, 0.8003, 0.4369], [0.1514, -0.6313, -0.0575]]}

=====

Record 3
{"formula": "C8H32O8", "method": "ωB97M-V with the def2-TZVPD basis set", "gap_ev": [9.158, 2.480], "total_energy_ev": -25180.7444, "lumo_energy_ha": [-0.1035, -0.3489], "charge": 1, "multiplicity": 2, "symbols": ["C", "O", "H", "H", "H", "H", "C", "O", "H", "H", "H", "H", "C", "O", "H", "H", "H", "H", "C", "O", "H", "H", "H", "H", "C", "O", "H", "H", "H", "H", "C", "O", "H", "H", "H", "H", "C", "O", "H", "H", "H", "H", "C", "O", "H", "H", "H", "H"], "xyz": [[-1.8477, 0.3618, -3.4019], [-1.9679, 0.6851, -4.7522], [-0.8778, 0.4213, -2.9081], [-2.4760, 1.0920, -2.8918], [-2.3372, -0.5949, -3.2197], [-1.2499, 1.2477, -5.0512], [-0.9728, -2.7908, 2.4275], [-2.0127, -2.0271, 2.9727], [-0.0040, -2.3171, 2.2693], [-0.8255, -3.5774, 3.1675], [-1.4193, -3.1665, 1.5068], [-2.0091, -1.1507, 2.5810], [3.8433, 1.1945, -0.0558], [3.1968, 2.1379, 0.8350], [3.1545, 0.3550, -0.1505], [4.0393, 1.7649, -0.9638], [4.7793, 0.9990, 0.4674], [3.8106, 2.7149, 1.2954], [1.0622, 2.6735, -3.8146], [0.9946, 2.2731, -5.2207], [1.9058, 2.1881, -3.3239], [0.9377, 3.7424, -3.6411], [0.1362, 2.3300, -3.3534], [1.3580, 3.0235, -5.6966], [-1.1154, -3.0675, -1.2942], [-0.0987, -2.5993, -0.4637], [-1.2703, -4.1346, -1.1350], [-2.0885, -2.6003, -1.1431], [-0.9017, -2.8752, -2.3456], [-0.2939, -1.6645, -0.5624], [3.2112, -0.8080, 3.2110], [3.4518, -0.9649, 4.5756], [2.9181, -1.7030, 2.6623], [2.3948, -0.1041, 3.0490], [4.1375, -0.4036, 2.8030], [4.1955, -1.5438, 4.7583], [-4.1903, 0.3303, 2.3970], [-2.7527, 0.4862, 2.6142], [-4.3933, -0.7397, 2.4433], [-4.7319, 0.7153, 3.2610], [-4.5871, 0.7812, 1.4875], [-2.6232, 1.3596, 2.9912], [-0.0904, 1.0672, 0.2321], [-1.2617, 0.5164, -0.1241], [-0.2381, 2.0544, 0.6699], [0.5008, 0.4911, 0.9440], [0.5471, 1.1546, -0.6477], [-1.9381, 0.6718, 0.5391]], "forces_ev_per_a": [[-1.2904, 0.7902, 0.7689], [0.5042, -0.4295, -0.8728], [0.3305, -0.2613, -0.4973], [-0.0191, 0.0529, 0.6700], [0.3118, -0.2502, -0.1043], [0.2600, 0.0723, 0.0008], [0.2872, 0.1511, 2.6312], [0.8372, -1.4577, -0.4374], [-0.4161, 0.6394, -0.4390], [-0.1585, -0.5925, -0.4822], [0.0268, -0.5001, -1.1512], [-0.2916, 2.0775, -0.1321], [0.2497, 2.0794, 1.4861], [-1.1683, -0.2214, 0.0629], [0.4213, -0.0225, -0.2183], [0.0258, -0.7153, -0.4304], [0.1387, -0.9721, -0.6467], [0.2695, -0.2042, -0.2640], [-1.2483, -0.7010, -0.6300], [0.0786, 0.7869, 1.3297], [0.1185, 0.4200, 0.0125], [0.8626, 0.1749, -0.3391], [0.0673, -0.5223, 0.0845], [0.0329, -0.1354, -0.3835], [-1.1574, -1.5705, -1.0472], [-0.5176, 0.4130, 0.5185], [0.2879, -0.0153, -0.1430], [-0.0521, 0.3850, 0.4085], [0.2990, -0.1307, -0.1674], [0.7319, 1.0400, 0.5722], [0.6854, 0.3752, -0.4789], [-0.8636, -0.2395, 1.0706], [0.1972, -0.4860, 0.1227], [0.1667, 0.2696, 0.3146], [-0.2400, 0.1044, -0.7771], [0.0314, -0.0195, -0.2986], [-0.0361, -0.4615, 1.0274], [-0.8137, -0.0425, -0.7437], [0.0571, -0.0088, -0.4459], [0.0675, 0.2992, -0.0800], [0.4362, -0.0201, -0.0713], [0.3105, 0.0804, 0.1058], [2.5471, 1.5857, 0.7280], [-2.6260, -2.0156, -0.9926], [0.3031, 0.2170, -0.0721], [0.0180, -0.3000, 0.3585], [-0.0545, 0.2245, -0.0914], [-0.0081, 0.0566, 0.1644]]}

=====

Respective energy above the lowest of the compared OMol25 structures with the same formula, charge and spin values: 743.4; 479.6; 270.8 kJ/mol.